C24H44BBr3O13P | ωB97M-V/def2-TZVPD

```
! wB97M-V def2-TZVPD RIJCOSX def2/J DEFGRID3
* xyz -1 1
H -0.638 10.874 1.089
O -2.612 8.561 -1.751
C -0.473 9.464 -1.290
H -3.401 1.152 -0.564
C 2.107 -4.264 0.926
H 3.119 0.364 1.838
H -0.602 10.541 -1.388
Br -5.971 -0.316 0.366
H 3.421 -3.594 3.820
C 1.407 -6.997 0.392
C 0.351 3.038 0.313
H 3.866 -1.972 4.425
C -5.499 1.623 0.308
O 3.516 -5.217 2.577
H -5.304 1.923 -0.717
O -2.097 8.668 0.385
H 3.708 -7.010 -6.247
C -1.799 8.842 -0.918
H 3.763 -0.247 3.343
H -6.780 2.161 2.003
H -0.328 10.312 2.738
C 1.891 -2.151 3.496
H 1.146 -8.033 0.610
H -7.618 1.945 0.475
C -2.956 1.569 0.360
C -4.213 1.861 1.218
H -1.530 8.196 2.266
O 0.775 -2.569 3.659
O -2.269 2.686 -0.160
O 1.070 -6.184 -4.465
Br -0.558 2.457 -2.413
C 3.365 -0.552 2.375
H -2.313 -0.564 0.575
H 0.740 3.695 -0.468
H -1.984 10.631 2.187
H -0.186 8.355 1.162
C 3.050 -2.682 4.300
C 0.130 -5.866 -5.495
H -1.167 -7.523 -5.048
C -0.669 -7.084 -5.912
H -0.468 0.226 4.115
C 1.856 -6.878 -1.049
C -1.011 10.236 1.891
H -4.224 2.935 1.426
C -6.705 2.337 0.931
H -0.163 9.054 -2.249
H -0.539 -5.124 -5.061
H 1.132 -4.492 0.503
H 1.173 2.376 0.598
H 4.622 -2.294 2.067
H 2.442 -8.246 -6.123
H 0.516 -6.403 0.600
O 2.462 -6.666 1.302
C 2.647 -7.177 -6.077
H 2.786 -3.952 0.133
O -1.426 4.856 1.663
H -1.617 5.157 0.763
C -1.144 8.796 1.442
H 0.624 -5.382 -6.338
H -0.029 -7.856 -6.340
O 2.130 -1.250 2.528
H 2.137 -5.856 -1.297
C -1.196 0.593 2.016
H -1.422 -6.812 -6.652
B -0.914 2.195 -0.328
H 3.936 -1.622 0.598
C -0.846 0.410 3.145
C 2.303 -6.669 -4.697
H 2.692 -2.921 5.300
Br -4.341 0.792 2.849
O 3.082 -6.746 -3.789
O 0.134 3.411 3.034
H 0.329 9.254 -0.586
O -0.925 0.744 -0.244
C -1.951 0.448 0.740
C 2.732 -5.408 1.682
H 1.061 -7.188 -1.727
H 2.118 -6.670 -6.881
H 0.712 6.007 2.223
P -0.005 4.084 1.746
H 1.958 -3.438 1.615
H 5.276 -0.787 1.406
C 4.361 -1.359 1.567
O 1.143 5.291 1.740
H 2.732 -7.500 -1.231
H -6.628 3.399 0.676
*
```

Values from the calculation:
ΔE to the lowest compared entry with this formula, charge and spin: 82.3 kJ/mol
Maximum force: 3.210 eV/Å
Frontier orbital gap: 7.336 eV

Atomic partial charges in e from the Löwdin method, atoms 1 to 2: number 1, H, carries 0.07; number 2, O, carries 0.11